{
  "formula": "C24H49BN6O4Si",
  "method": "wB97M-V/def2-TZVPD",
  "symbols": ["C", "Si", "C", "C", "C", "N", "N", "C", "C", "B", "O", "O", "N", "N", "H", "H", "H", "H", "H", "H", "H", "H", "H", "H", "H", "H", "H", "C", "C", "C", "C", "C", "C", "N", "O", "C", "C", "C", "H", "H", "H", "H", "H", "H", "H", "H", "H", "H", "H", "H", "H", "H", "H", "H", "H", "H", "C", "C", "C", "C", "C", "C", "N", "O", "C", "C", "C", "H", "H", "H", "H", "H", "H", "H", "H", "H", "H", "H", "H", "H", "H", "H", "H", "H", "H"],
  "coordinates": [[1.61240, -3.07477, 3.17205], [1.38010, -1.80089, 1.82098], [1.85768, -2.56882, 0.16681], [2.53766, -0.33905, 2.08068], [-0.43581, -1.21262, 1.69644], [-0.97272, -1.12462, 0.49067], [-2.23708, -0.74317, 0.41331], [-2.85529, -0.48375, 1.55047], [-4.28202, -0.10777, 1.45867], [-5.10658, -1.43512, 1.75700], [-5.12454, -1.90736, 3.05611], [-5.77540, -2.11656, 0.76477], [-2.31944, -0.53847, 2.75659], [-1.05609, -0.91871, 2.83023], [0.89020, -3.88114, 3.14967], [2.58667, -3.52276, 3.02284], [1.61054, -2.64975, 4.16817], [2.07724, -1.74947, -0.49876], [2.68994, -3.24368, 0.26235], [0.97463, -3.06355, -0.21031], [2.42555, 0.35916, 1.26441], [3.54274, -0.73151, 2.00572], [2.37566, 0.13248, 3.03915], [-4.50064, 0.65871, 2.18524], [-4.48500, 0.25405, 0.46636], [-4.30704, -2.39479, 3.24972], [-5.18914, -2.81827, 0.43314], [-7.83288, 4.25521, -1.47180], [-7.40041, 4.39460, 0.00548], [-7.34308, 5.87258, 0.39511], [-6.14521, 6.61239, -0.20189], [-4.84082, 5.88361, 0.12051], [-4.86170, 4.40815, -0.27798], [-6.08525, 3.72711, 0.23809], [-5.94192, 3.45059, 1.48755], [-4.76541, 4.27776, -1.80993], [-3.61748, 3.71717, 0.26224], [-8.48677, 3.70041, 0.81945], [-7.45312, 5.05063, -2.11055], [-7.51450, 3.29820, -1.88570], [-8.91812, 4.29653, -1.55573], [-7.29788, 5.95729, 1.48543], [-8.27105, 6.35775, 0.08523], [-6.26225, 6.72713, -1.28287], [-6.10488, 7.62419, 0.20596], [-4.00524, 6.37705, -0.37992], [-4.64964, 5.96568, 1.19513], [-4.89788, 3.24019, -2.11923], [-3.78051, 4.60008, -2.14741], [-5.48345, 4.88849, -2.35083], [-3.51292, 3.83005, 1.33995], [-2.72410, 4.14586, -0.19057], [-3.63409, 2.65068, 0.03008], [-8.53429, 2.63620, 0.58280], [-9.45344, 4.14423, 0.58492], [-8.33238, 3.80678, 1.89131], [8.54812, -2.45678, -0.27059], [7.25031, -3.27708, -0.09368], [7.49525, -4.73425, -0.48742], [7.61976, -4.94338, -1.99606], [6.41851, -4.34534, -2.72720], [6.16317, -2.88070, -2.37147], [6.13521, -2.68415, -0.89182], [5.00094, -3.06979, -0.42248], [7.23376, -1.98658, -3.02524], [4.83873, -2.43440, -2.98125], [6.91888, -3.20732, 1.39310], [9.14864, -2.77610, -1.12032], [8.32936, -1.39458, -0.38199], [9.18779, -2.56315, 0.60466], [6.67113, -5.35191, -0.11643], [8.39828, -5.09029, 0.01289], [8.55071, -4.50941, -2.37068], [7.67833, -6.01234, -2.20938], [6.56073, -4.43022, -3.80630], [5.52990, -4.93690, -2.48510], [7.13587, -0.95460, -2.68600], [7.10912, -1.99200, -4.10784], [8.25420, -2.31080, -2.83855], [4.00736, -3.06555, -2.67270], [4.90375, -2.48708, -4.06738], [4.60759, -1.40441, -2.70499], [6.71181, -2.18081, 1.70099], [7.76797, -3.57028, 1.97057], [6.06128, -3.82417, 1.65536]],
  "forces_ev_per_angstrom": [[-0.15, 0.29, 0.01], [0.82, -0.23, -0.47], [-0.94, 0.55, 0.89], [-0.62, -0.65, -0.04], [1.36, -0.40, 0.20], [-0.99, 0.23, -0.57], [1.14, -0.42, -0.63], [-0.80, 0.57, -0.12], [-0.43, -0.27, -0.16], [-0.28, 0.36, 0.46], [0.51, -0.63, -0.26], [0.62, -0.22, -0.34], [1.13, -0.31, 0.77], [-1.02, 0.31, 0.46], [-0.27, -0.15, -0.07], [0.35, -0.11, -0.10], [-0.11, 0.16, 0.24], [0.29, 0.14, -0.44], [0.33, -0.17, -0.09], [-0.15, -0.40, -0.33], [-0.14, 0.41, -0.14], [0.39, -0.11, 0.17], [0.10, 0.31, 0.21], [-0.13, 0.22, 0.33], [-0.09, 0.17, -0.40], [-0.37, 0.37, 0.43], [-0.63, 0.08, -0.06], [0.16, 0.04, -0.15], [-1.07, -0.13, -1.12], [0.39, 0.29, 0.16], [0.00, -0.10, 0.01], [-0.36, 0.29, 0.27], [0.79, -0.11, -1.36], [0.16, 1.23, 1.36], [0.01, -0.67, 0.05], [-0.22, 0.05, -0.13], [0.06, -0.25, 0.49], [0.13, -0.19, 0.43], [0.07, -0.04, 0.02], [0.03, 0.00, 0.02], [-0.02, 0.02, 0.15], [0.03, -0.12, 0.01], [-0.06, -0.10, -0.03], [0.00, -0.04, 0.00], [-0.01, 0.01, -0.02], [0.05, -0.10, -0.05], [-0.04, -0.13, 0.02], [-0.02, -0.01, 0.03], [0.06, -0.01, 0.13], [-0.04, -0.04, 0.04], [-0.14, -0.05, 0.00], [-0.08, 0.08, -0.15], [-0.01, 0.00, 0.00], [0.02, 0.00, 0.00], [0.02, 0.06, -0.12], [0.12, -0.06, -0.03], [0.05, 0.06, -0.20], [1.35, 0.59, 0.52], [-0.21, -0.30, -0.35], [-0.04, 0.08, 0.02], [0.10, -0.41, 0.30], [0.55, 0.89, -1.18], [-0.58, -1.77, -0.03], [-0.28, 0.53, 0.27], [0.23, -0.01, 0.12], [-0.39, -0.07, 0.26], [-0.47, -0.03, 0.13], [-0.07, 0.04, -0.04], [-0.03, 0.00, -0.02], [-0.10, -0.09, 0.07], [-0.07, 0.10, 0.02], [0.02, 0.09, 0.07], [-0.01, 0.03, 0.01], [0.02, 0.00, -0.01], [-0.03, 0.11, -0.03], [-0.04, 0.10, 0.08], [-0.02, -0.01, 0.03], [-0.13, -0.05, 0.00], [-0.03, 0.01, 0.06], [0.04, 0.04, 0.11], [0.13, 0.00, -0.02], [0.01, -0.01, 0.03], [-0.01, 0.00, -0.02], [0.10, 0.01, -0.09], [-0.06, 0.08, -0.09]],
  "lowdin_charge": [-0.18, 0.56, -0.18, -0.17, -0.37, 0.07, 0.12, -0.38, -0.02, -0.63, 0.15, 0.15, 0.12, 0.07, 0.03, 0.02, 0.03, 0.03, 0.01, 0.02, 0.03, 0.02, 0.03, 0.12, 0.10, 0.11, 0.12, -0.03, -0.49, -0.13, -0.17, -0.13, -0.50, -0.09, -0.02, -0.03, -0.04, -0.05, 0.06, 0.09, 0.08, 0.13, 0.13, 0.10, 0.11, 0.12, 0.13, 0.09, 0.09, 0.06, 0.08, 0.09, 0.08, 0.09, 0.09, 0.08, -0.03, -0.49, -0.13, -0.17, -0.13, -0.49, -0.08, -0.03, -0.03, -0.04, -0.05, 0.06, 0.09, 0.08, 0.12, 0.13, 0.10, 0.11, 0.12, 0.13, 0.09, 0.09, 0.06, 0.08, 0.09, 0.09, 0.09, 0.09, 0.08],
  "orbital_gap_ev": [7.83, 8.65],
  "lumo_energy_ev": [-0.57, -0.57],
  "energy_ev": -51365.213,
  "spin_multiplicity": 3,
  "homo_energy_ha": [-0.3090, -0.3390]
}


{
  "formula": "C24H49BO11S",
  "method": "wB97M-V/def2-TZVPD",
  "symbols": ["C", "C", "O", "S", "O", "O", "B", "C", "O", "H", "H", "H", "H", "H", "H", "H", "C", "C", "O", "C", "H", "H", "H", "H", "H", "H", "C", "C", "O", "C", "H", "H", "H", "H", "H", "H", "C", "C", "O", "C", "H", "H", "H", "H", "H", "H", "C", "C", "O", "C", "H", "H", "H", "H", "H", "H", "C", "C", "O", "C", "H", "H", "H", "H", "H", "H", "C", "C", "O", "C", "H", "H", "H", "H", "H", "H", "C", "C", "O", "C", "H", "H", "H", "H", "H", "H"],
  "coordinates": [[0.97615, -4.57907, 1.00086], [0.02811, -3.81946, 0.28371], [-0.47865, -2.57787, 0.72991], [-1.77417, -2.79442, 1.78444], [-1.73473, -1.59088, 2.66551], [-3.23285, -2.68087, 0.98167], [-3.55971, -3.87226, 0.24534], [-3.96032, -5.25556, 0.96151], [-3.54773, -3.74279, -1.16941], [0.62258, -5.19121, 1.85466], [2.04287, -4.57066, 0.66392], [-0.32387, -4.19277, -0.69783], [-3.48719, -5.25131, 1.96797], [-5.05681, -5.39239, 1.04048], [-3.52251, -6.07550, 0.35639], [-2.74639, -3.23221, -1.34202], [1.63546, -7.73431, -2.99426], [0.87423, -7.56192, -1.71006], [0.39525, -6.49171, -1.39738], [0.72875, -8.77031, -0.82468], [1.66226, -6.78673, -3.52947], [2.65962, -8.04393, -2.77834], [1.14315, -8.47772, -3.62366], [1.71384, -9.12516, -0.51733], [0.19631, -9.56015, -1.35747], [0.15910, -8.50128, 0.06454], [4.40283, -4.28598, -0.63155], [4.62137, -5.48120, -1.52081], [4.46312, -6.60920, -1.11082], [5.04521, -5.21739, -2.94126], [4.10346, -4.62255, 0.36012], [5.32990, -3.71736, -0.54219], [3.61252, -3.65463, -1.04284], [5.99861, -4.68611, -2.95259], [4.28301, -4.62766, -3.45374], [5.16531, -6.16502, -3.46484], [-0.10193, -6.85482, -6.57529], [1.26888, -6.23354, -6.62979], [2.22737, -6.77809, -6.12834], [1.39987, -4.90805, -7.33257], [-0.04808, -7.80302, -6.04167], [-0.79012, -6.19271, -6.04666], [-0.46668, -7.04135, -7.58678], [0.77728, -4.16087, -6.83719], [1.10097, -5.00935, -8.37726], [2.43809, -4.58036, -7.29512], [-1.20944, 3.11305, 2.04355], [-2.49737, 2.58250, 1.47932], [-3.39001, 3.34081, 1.16017], [-2.63317, 1.09127, 1.32660], [-1.26796, 4.20031, 2.08896], [-1.04967, 2.72659, 3.05132], [-0.37345, 2.83377, 1.40152], [-2.54603, 0.60486, 2.29669], [-1.86236, 0.71770, 0.65046], [-3.61181, 0.85954, 0.90568], [1.40137, 6.60330, 3.01202], [1.68755, 5.41502, 2.13559], [1.56594, 4.28203, 2.54760], [2.12834, 5.69123, 0.72323], [1.09316, 6.25825, 3.99889], [2.30034, 7.21340, 3.11809], [0.59431, 7.19742, 2.57894], [3.05917, 6.26155, 0.72830], [1.35115, 6.24730, 0.19552], [2.29794, 4.74701, 0.20636], [-3.70908, 6.65714, 0.38224], [-2.32656, 7.25642, 0.37913], [-1.38864, 6.69116, 0.90158], [-2.15196, 8.59012, -0.30003], [-3.68742, 5.69960, 0.90352], [-4.40101, 7.32487, 0.89996], [-4.04456, 6.49108, -0.64311], [-2.77749, 9.34014, 0.18697], [-2.42020, 8.50834, -1.35473], [-1.11003, 8.90092, -0.22601], [-1.62152, 9.40245, 5.04539], [-0.19167, 9.85740, 5.17606], [0.46497, 10.15473, 4.20400], [0.38816, 9.92692, 6.56451], [-1.90497, 9.40005, 3.99347], [-1.72789, 8.39037, 5.43995], [-2.28031, 10.08474, 5.58565], [0.36970, 8.93782, 7.02559], [-0.18229, 10.63223, 7.17144], [1.42104, 10.26831, 6.50785]],
  "forces_ev_per_angstrom": [[-1.10, 0.86, -0.30], [1.97, -0.68, -0.44], [-2.23, -1.54, 0.45], [-0.40, 2.07, 3.11], [-0.16, -2.42, -2.12], [1.71, -0.56, -0.62], [-1.01, -0.18, -1.21], [0.73, 0.78, -0.29], [0.61, -0.59, 2.27], [0.93, 1.80, 0.79], [-1.47, -1.76, -0.68], [1.09, 1.33, -0.23], [-0.54, -0.22, -0.50], [0.60, 0.07, 0.02], [-0.41, 0.32, 0.40], [-0.33, 0.56, -0.53], [-0.05, 0.31, 0.00], [-0.01, 0.21, 0.02], [-0.04, -0.06, -0.06], [-0.18, 0.16, 0.26], [0.01, -0.07, 0.01], [-0.04, -0.15, -0.06], [0.16, -0.11, 0.03], [-0.02, -0.13, -0.14], [0.17, -0.09, -0.02], [0.03, 0.00, -0.05], [-0.06, -0.14, 0.23], [-0.05, -0.25, 0.04], [-0.05, 0.02, 0.00], [0.01, -0.29, -0.08], [0.10, -0.02, -0.05], [-0.10, 0.16, -0.11], [0.16, 0.14, -0.06], [-0.10, 0.16, -0.05], [0.12, 0.14, 0.00], [-0.03, 0.04, 0.03], [0.08, -0.24, 0.16], [0.24, -0.14, 0.10], [-0.08, 0.07, -0.05], [0.30, 0.04, 0.05], [0.02, 0.05, -0.03], [-0.08, 0.04, -0.17], [-0.13, 0.15, 0.03], [-0.13, -0.01, -0.16], [-0.17, 0.10, 0.05], [-0.05, -0.04, 0.01], [-0.22, 0.30, -0.03], [-0.05, 0.18, -0.03], [-0.14, -0.09, -0.04], [-0.42, 0.23, -0.16], [0.04, -0.06, -0.03], [0.18, -0.15, -0.10], [0.08, -0.13, 0.19], [0.23, -0.08, -0.10], [0.12, -0.11, 0.21], [0.04, 0.02, 0.01], [-0.10, -0.09, 0.24], [-0.10, -0.23, 0.14], [0.09, 0.08, -0.04], [0.03, -0.26, -0.14], [0.03, -0.03, -0.05], [-0.09, 0.15, -0.11], [0.15, 0.10, -0.08], [-0.10, 0.15, -0.05], [0.08, 0.15, 0.07], [0.00, 0.03, 0.06], [0.18, -0.29, 0.29], [0.09, -0.20, 0.12], [-0.03, 0.11, -0.05], [0.37, 0.02, 0.06], [0.03, 0.03, -0.09], [-0.07, 0.08, -0.21], [-0.12, 0.16, 0.03], [-0.12, -0.01, -0.16], [-0.17, 0.10, 0.05], [-0.05, -0.02, 0.01], [-0.03, 0.01, -0.29], [0.16, 0.06, -0.26], [-0.04, -0.03, 0.07], [0.28, 0.09, -0.07], [0.05, 0.00, 0.05], [-0.10, 0.08, 0.14], [-0.02, -0.15, 0.14], [-0.15, 0.07, 0.11], [-0.07, -0.16, 0.10], [-0.06, -0.02, -0.03]],
  "lowdin_charge": [0.04, -0.25, -0.29, 1.00, -0.40, -0.16, -0.62, 0.01, 0.13, 0.07, 0.04, 0.10, 0.06, 0.07, 0.07, 0.09, -0.02, -0.49, 0.05, -0.02, 0.07, 0.09, 0.08, 0.09, 0.09, 0.08, -0.03, -0.50, 0.06, -0.02, 0.07, 0.09, 0.09, 0.09, 0.09, 0.08, -0.02, -0.51, 0.06, -0.02, 0.08, 0.09, 0.09, 0.09, 0.09, 0.08, -0.02, -0.49, 0.05, -0.03, 0.07, 0.09, 0.09, 0.07, 0.09, 0.08, -0.02, -0.50, 0.05, -0.02, 0.08, 0.09, 0.07, 0.08, 0.08, 0.08, -0.02, -0.49, 0.06, -0.02, 0.06, 0.09, 0.09, 0.08, 0.08, 0.08, -0.02, -0.51, 0.06, -0.03, 0.08, 0.09, 0.08, 0.09, 0.08, 0.08],
  "orbital_gap_ev": 7.34,
  "lumo_energy_ev": -0.80,
  "energy_ev": -59713.956,
  "spin_multiplicity": 1,
  "homo_energy_ha": -0.2992
}